No. 1
Density functional theory data (ωB97M-V/def2-TZVPD) for a single C5H11NO molecule.

Calculated values
Gap between HOMO and LUMO ... 9.836 eV
Energy above the lowest of the compared OMol25 structures with the same formula, charge and spin ... 1.2795 eV
Multiplicity ... 1
LUMO energy ... 1.0 eV

Geometry (Å):
N 0.8865 0.6729 -0.4457
C 0.0816 1.6866 0.2677
C -0.4483 0.9812 1.4889
C -0.7067 -0.4448 0.9663
C 0.4311 -0.6624 -0.0353
C -0.0203 -1.4614 -1.2866
O 0.7678 -1.2366 -2.4302
H 1.8707 0.8016 -0.2726
H -0.7110 2.0050 -0.4022
H 0.6617 2.5743 0.5311
H -1.2713 1.4517 2.0185
H 0.3317 0.8697 2.2394
H -0.6552 -1.1493 1.7956
H -1.7217 -0.6012 0.5710
H 1.2012 -1.2533 0.4540
H -0.0047 -2.5253 -1.0708
H -1.0772 -1.2037 -1.4459
H 0.3840 -0.5048 -2.9432


No. 2
Density functional theory data (ωB97M-V/def2-TZVPD) for 2 unconnected molecules or ions with the total composition C4H10O2 in a non-equilibrium geometry.

Calculated values
Gap between HOMO and LUMO ... 10.399 eV
Energy above the lowest of the compared OMol25 structures with the same formula, charge and spin ... 1.2971 eV
Multiplicity ... 1
LUMO energy ... 0.6 eV

Geometry (Å):
C -2.4200 -0.4027 -0.3385
C -1.1348 0.3648 -0.2410
C -0.9702 1.5365 -1.2453
C -0.0298 -0.6625 -0.4416
O -2.8366 -0.9173 -1.3457
H -2.8574 -0.7575 0.6046
H -1.2312 0.7965 0.7536
H 0.0820 1.5741 -1.5426
H -1.0866 2.4652 -0.6925
H -1.5804 1.4393 -2.1345
H 0.9873 -0.2606 -0.4838
H -0.0823 -1.2850 -1.3383
H 0.0150 -1.4682 0.3035
H 3.9939 -0.4268 3.2865
H 4.4741 -1.4186 2.2054
O 4.6771 -0.5773 2.6502


No. 3
Density functional theory data (ωB97M-V/def2-TZVPD) for 2 unconnected molecules or ions with the total composition C4H4N2O in a non-equilibrium geometry.

Calculated values
Gap between HOMO and LUMO ... 9.314 eV
Energy above the lowest of the compared OMol25 structures with the same formula, charge and spin ... 3.8269 eV
Multiplicity ... 1
LUMO energy ... -1.1 eV

Geometry (Å):
N -2.0835 1.7853 -0.9203
C -1.0877 1.7601 -0.3315
C 0.2028 1.7536 0.3865
O 0.3601 1.1517 1.4128
C 0.2594 -1.6457 0.5194
C 0.3308 -1.2680 -0.8741
N 0.3719 -2.5102 -0.7278
H 0.9989 2.3398 -0.1013
H 0.3476 -0.5383 -1.6782
H 1.1410 -1.5838 1.1565
H -0.6952 -1.6570 1.0439


No. 4
Density functional theory data (ωB97M-V/def2-TZVPD) for a single CH2N2O3S molecule in a non-equilibrium geometry.

Calculated values
Gap between HOMO and LUMO ... 9.894 eV
Energy above the lowest of the compared OMol25 structures with the same formula, charge and spin ... 3.9082 eV
Multiplicity ... 1
LUMO energy ... 0.1 eV

Geometry (Å):
C -1.0339 0.5447 0.6605
N 0.6272 -0.5313 -0.7606
N -0.4974 -0.7806 -0.3893
O -2.7379 -1.3964 1.4787
O -2.4804 0.5451 2.9722
O -2.3870 0.9198 0.4421
S -2.2305 -0.0930 1.7238
H -0.2933 1.3154 0.7786
H 1.0078 -1.2694 -1.3642


No. 5
Density functional theory data (ωB97M-V/def2-TZVPD) for a single C23H26Cl2N4O3 molecule in a non-equilibrium geometry.

Calculated values
Gap between HOMO and LUMO ... 8.551 eV
Multiplicity ... 1
LUMO energy ... 0.3 eV

Geometry (Å):
O 1.8317 1.4386 -0.7265
C 2.1696 0.3683 -0.2847
N 1.2378 -0.4794 0.0010
C -0.2585 -0.5360 -0.1449
C -0.9475 0.4831 -0.6282
C -2.4183 0.6151 -0.4437
C -3.1739 -0.5580 0.0189
C -2.4508 -1.5815 0.0624
C -1.0949 -1.6541 0.0742
N -0.2709 -2.8865 0.4685
C 0.3874 -3.2439 -0.5941
C -0.4883 -4.3587 -1.5088
C -0.8569 -5.7380 -0.5879
C -1.6883 -4.8412 0.6774
C -0.9083 -3.8549 1.2232
H -1.5812 -3.3578 2.2207
H -0.0275 -4.4843 1.9283
H -2.0400 -5.7379 1.4527
H -2.5137 -4.4011 0.1446
H -1.5070 -6.2352 -0.9100
H -0.0688 -6.0867 -0.1367
H 0.1094 -4.7787 -2.0515
H -1.2412 -3.8274 -1.8028
H 0.7370 -2.6098 -1.1113
H 1.3110 -3.7871 -0.4196
H -2.9320 -2.4468 0.4320
H -4.1525 -0.5823 -0.1622
C -3.0565 2.0728 -1.0116
O -4.0053 1.7924 -1.7551
N -2.7206 3.0606 -0.3491
C -2.0260 3.3997 0.7683
H -1.6875 2.3132 1.0627
C -2.9550 3.9445 1.8796
H -2.4644 4.0282 2.7492
O -3.5911 5.0371 1.4011
C -4.2431 5.0934 0.2427
H -4.6556 5.8699 -0.2590
C -3.3860 4.3377 -0.6248
H -3.9840 4.1193 -1.7648
H -2.7173 5.1704 -1.0450
H -5.0374 4.1197 0.5539
H -3.9179 3.2495 2.3351
H -1.2967 3.9307 0.6731
H -0.4440 1.3876 -0.7175
H 1.2622 -1.3487 0.4407
N 3.4424 -0.1055 0.0711
C 4.5767 0.5173 -0.0444
C 4.7289 1.7383 -0.6388
C 5.8598 2.5775 -0.9164
C 6.8533 1.9194 -0.3181
C 6.9124 0.6458 0.1737
C 5.6761 0.0329 0.3089
H 5.7856 -0.9244 0.7213
Cl 8.3630 -0.3012 0.8843
Cl 8.6356 2.5513 -0.4293
H 5.9536 3.5547 -1.0604
H 3.6848 2.3203 -1.0955
H 3.2907 -0.9423 0.5729


No. 6
Density functional theory data (ωB97M-V/def2-TZVPD) for a single CH4N2OS molecule in a non-equilibrium geometry.

Calculated values
Gap between HOMO and LUMO ... 8.716 eV
Energy above the lowest of the compared OMol25 structures with the same formula, charge and spin ... 3.5439 eV
Multiplicity ... 1
LUMO energy ... 0.2 eV

Geometry (Å):
C 0.6463 0.2094 -0.2122
N -1.8271 -0.1192 0.2263
N -0.6066 -0.6615 -0.1290
O 3.2984 0.5823 -0.1209
S 2.1931 -0.3462 0.0534
H 0.4483 1.1351 -0.5730
H -1.8216 0.2297 1.1416
H -1.9624 0.5755 -0.4872
H -0.3684 -1.6051 0.1010


Question: Which formula does entry 2 have?
Answer: C4H10O2